1.
DFT (wB97M-V/def2-TZVPD) results for C4H5NO in the gas phase at a distorted geometry.

- energy relative to the best compared isomer or geometry (same formula, charge and spin) (eV) = 2.783
- electronic energy (a.u.) = -285.3123
- SMILES string = N#CC1(O)CC1
- LUMO (eV) = 0.81

Geometry (Å):
1 O 0.51197 0.37582 1.56911
2 N 2.36080 -0.24805 -1.03565
3 C 1.47224 -0.59323 -0.36910
4 C -0.53983 0.41434 -0.71441
5 C -1.21839 -0.51640 0.24599
6 C 0.26331 -0.28663 0.37005
7 H -1.64012 -1.42060 -0.17704
8 H -0.41189 -0.07950 -1.67266
9 H 1.19546 1.04355 1.42832
10 H -1.73986 -0.14572 1.12640
11 H -0.25368 1.45643 -0.77101

2.
DFT (wB97M-V/def2-TZVPD) results for C4H8O in the gas phase at a distorted geometry.

- energy relative to the best compared isomer or geometry (same formula, charge and spin) (eV) = 3.499
- electronic energy (a.u.) = -232.3170
- LUMO (eV) = 1.18

Geometry (Å):
1 O 0.34649 0.21539 -0.81110
2 C 0.63231 -1.01357 -0.43320
3 C -0.33719 -1.94248 -1.02940
4 C 0.82069 0.99874 0.29633
5 C -0.43585 1.44894 1.05892
6 H -1.14832 0.61938 1.24481
7 H -0.72601 -2.57424 -0.22070
8 H 1.39282 1.90485 -0.05086
9 H -1.01540 2.18562 0.48761
10 H -0.20750 1.90780 2.01796
11 H 0.27960 -2.57986 -1.66360
12 H 1.52695 0.24305 0.66645
13 H -1.12858 -1.41362 -1.56323

3.
DFT (wB97M-V/def2-TZVPD) results for a 3-piece molecular cluster, C21H38O2 overall at a distorted geometry.

- energy relative to the best compared isomer or geometry (same formula, charge and spin) (eV) = 0.000
- electronic energy (a.u.) = -973.4317
- SMILES string = C[C@@H](OC=O)c1ccccc1.CCCCCC.CCCCCC
- LUMO (eV) = 0.73

Geometry (Å):
1 O 0.79084 4.90225 -0.13040
2 O 2.35888 3.34179 -0.05202
3 C -1.33574 4.53242 1.06908
4 C 3.20739 -2.12484 1.24474
5 C 3.94141 -4.10627 -0.23395
6 C 2.59907 -0.63123 -0.73441
7 C -3.41886 2.91255 1.82521
8 C -3.64202 4.26424 1.68921
9 C 3.29042 -5.19295 0.61676
10 C -1.17677 3.17908 1.19690
11 C -2.58902 5.05262 1.31303
12 C 2.10888 -1.64017 0.30030
13 C 4.35643 -2.87422 0.56905
14 C -3.04332 -0.67325 -1.15344
15 C 1.66068 4.12590 0.55740
16 C 0.25001 6.30429 1.90377
17 C -1.85650 -3.33423 -2.28377
18 C -3.18990 0.18410 -2.40674
19 C -0.24525 5.50169 0.65476
20 C -2.19738 2.34262 1.59205
21 C -1.61336 -1.15987 -0.91834
22 C -1.04565 -2.06894 -2.00885
23 C -1.94211 -4.27054 -1.08215
24 H -2.94186 -0.37665 -3.30942
25 H 3.34941 -1.06450 -1.39789
26 H -2.49764 -5.17327 -1.34175
27 H -0.95554 -0.28919 -0.81824
28 H -3.73378 -1.51982 -1.20390
29 H -0.14417 5.80740 2.79410
30 H 5.07228 -3.17799 1.33992
31 H -1.38685 -3.87151 -3.11218
32 H -0.94856 -1.50361 -2.94026
33 H 1.77061 4.18004 1.65189
34 H 3.04481 -6.06108 0.00291
35 H -4.23741 2.26987 2.14119
36 H -0.94547 -4.57311 -0.75319
37 H -2.74539 6.12268 1.19003
38 H 3.03361 0.24485 -0.24905
39 H 2.75682 -2.76268 2.01122
40 H 4.90012 -2.19139 -0.09002
41 H -0.21697 2.71517 0.98284
42 H -2.45345 -3.80146 -0.23998
43 H -1.97655 1.28829 1.69382
44 H 3.96439 -5.52150 1.41069
45 H -0.72292 6.23605 0.00342
46 H -3.35181 -0.07827 -0.28865
47 H 1.33113 6.42608 1.95140
48 H -4.59238 4.74686 1.87635
49 H -2.86447 -3.07554 -2.61994
50 H 1.64173 -2.48940 -0.20734
51 H 3.62191 -1.26388 1.77888
52 H 4.83361 -4.52413 -0.70849
53 H -0.02724 -2.35439 -1.72558
54 H -4.21823 0.53410 -2.51026
55 H 2.36431 -4.84366 1.07646
56 H -1.57226 -1.67758 0.04529
57 H -0.23736 7.28233 1.89794
58 H -2.53931 1.05982 -2.35689
59 H 1.32178 -1.17137 0.89869
60 H 3.26739 -3.82258 -1.04691
61 H 1.76767 -0.29202 -1.35531

4.
DFT (wB97M-V/def2-TZVPD) results for a 6-piece molecular cluster, C15H37FI2NO7S5 overall at a distorted geometry.

- electronic energy (a.u.) = -3861.0622
- LUMO (eV) = 1.69
- charge = -1

Geometry (Å):
1 I -3.55285 3.34837 -0.48481
2 I -1.17912 2.86484 1.57590
3 S 2.95083 0.93815 2.72026
4 S -1.80812 7.06468 -1.02835
5 S 2.74871 -1.31370 -2.78760
6 S -5.13032 -3.88586 -4.88428
7 S 6.29227 -3.83592 5.08488
8 F -4.95914 -1.38950 -0.58703
9 O 1.68884 -0.89599 -1.81234
10 O 1.59967 0.39595 2.36062
11 O -6.66579 1.64653 0.37462
12 O -3.69088 -4.18304 -5.18203
13 O -5.81924 0.12561 2.03603
14 O -1.16900 5.71152 -0.93119
15 O 6.53700 -2.36615 4.91512
16 N -3.25601 0.24273 -0.06808
17 C -4.70805 0.09582 -0.48026
18 C -0.60462 8.18073 -1.79128
19 C 6.23626 -4.17628 6.86122
20 C -0.99093 1.61913 -0.26592
21 C 4.53352 -4.13318 4.77751
22 C 3.54362 0.01184 4.15724
23 C 3.09069 0.10436 -3.85913
24 C -0.19488 0.23141 0.09201
25 C -5.78207 0.64712 0.64529
26 C -1.74751 7.81415 0.61755
27 C -5.19074 -3.03507 -3.28786
28 C 1.95052 -2.32535 -4.05796
29 C -5.89556 -5.42226 -4.31136
30 C -2.55769 1.38184 -0.77648
31 C 4.14290 0.25083 1.54443
32 H -0.72702 7.78214 1.00738
33 H 5.94302 -5.21552 7.02689
34 H 1.61652 -3.25881 -3.59746
35 H 5.15558 0.52853 1.84682
36 H 0.91649 0.43861 0.47518
37 H -4.72509 -2.05368 -3.40168
38 H 3.48348 -1.06191 3.96273
39 H 4.57484 0.29696 4.37801
40 H 2.66704 -2.55172 -4.85093
41 H -0.18730 -0.42258 -0.89158
42 H 3.92773 -3.46307 5.39197
43 H -6.91444 -5.22091 -3.97256
44 H 1.08695 -1.79764 -4.47047
45 H -2.79065 -0.63506 -0.45063
46 H 4.04727 -0.83687 1.50719
47 H -5.92671 -6.12589 -5.14737
48 H 3.93331 0.66742 0.55678
49 H 2.15916 0.48572 -4.28389
50 H 4.33002 -3.94057 3.72185
51 H -0.41297 2.20184 -1.10760
52 H -4.88382 0.51974 -1.56157
53 H -0.99015 9.20298 -1.77012
54 H -4.64528 -3.61052 -2.53623
55 H 3.77173 -0.19791 -4.65844
56 H 4.29340 -5.17394 5.00827
57 H 3.56199 0.88540 -3.25849
58 H 2.91064 0.25925 5.01344
59 H -2.40491 7.24592 1.28080
60 H -6.23179 -2.90823 -2.98096
61 H -0.45593 7.87165 -2.82823
62 H 7.23434 -4.01340 7.27627
63 H -2.09730 8.84767 0.56349
64 H 0.34670 8.12721 -1.25674
65 H -0.72456 -0.41990 0.93103
66 H -5.30705 -5.85439 -3.49815
67 H 5.52804 -3.50286 7.35043
68 H -2.47560 1.19101 -1.94219

5.
DFT (wB97M-V/def2-TZVPD) results for C7H6O2 as an isolated structure at a distorted geometry.

- energy relative to the best compared isomer or geometry (same formula, charge and spin) (eV) = 0.797
- electronic energy (a.u.) = -420.7594
- LUMO (eV) = 0.27

Geometry (Å):
1 O -0.74932 -0.05457 -3.41304
2 O 0.27290 0.83084 -1.56443
3 C 1.24950 -0.45000 0.23938
4 C 1.28030 -0.19088 1.55806
5 C -0.48335 1.01365 0.82696
6 C -1.02794 -0.78258 -0.99284
7 C 0.02722 0.14339 -0.31900
8 C 0.25241 0.75095 1.91158
9 C -0.53226 -0.06007 -2.24528
10 H 2.01726 -0.56284 2.35009
11 H 1.98115 -1.03575 -0.32260
12 H -1.34568 1.67263 0.76948
13 H -0.93924 -1.84212 -0.96282
14 H -2.06581 -0.57884 -0.73647
15 H 0.06287 1.14619 2.90093

6.
DFT (wB97M-V/def2-TZVPD) results for a 2-piece molecular cluster, C6H14N3 overall at a distorted geometry.

- energy relative to the best compared isomer or geometry (same formula, charge and spin) (eV) = 6.877
- electronic energy (a.u.) = -400.7976
- LUMO (spin up / spin down) (eV) = -3.70 / -3.72
- charge = +1

Geometry (Å):
1 N 1.56525 0.44184 0.15877
2 N 0.70947 1.93041 1.56187
3 N -0.36733 1.21299 0.92841
4 C -0.71949 -2.72600 0.20095
5 C -0.57005 -1.85140 1.13232
6 C -1.46343 -0.08637 -2.17150
7 C 1.95743 1.13894 1.32474
8 C -0.12582 0.36048 -1.46732
9 C 0.23782 0.19496 -0.04012
10 H 1.96890 0.30289 2.09831
11 H -1.42965 0.02090 -3.18283
12 H -0.14454 1.43504 -1.61274
13 H -0.95172 0.75251 1.62201
14 H -0.65731 -2.45241 -0.87915
15 H 2.21927 0.09255 -0.45409
16 H -1.59688 -1.14740 -2.16798
17 H 0.49695 2.20031 2.55748
18 H 2.71463 1.83830 1.36920
19 H 0.58505 -0.13027 -2.02121
20 H -2.42814 0.31954 -1.78624
21 H -0.74617 1.89058 0.33320
22 H -0.67995 -3.79681 0.31404
23 H -0.57428 -1.94157 2.18190